A cluster of 11 separate species, C99H216Cl2N9 in total at a distorted geometry. Source: the OMol25 dataset; level of theory: ωB97M-V/def2-TZVPD.

Orbital gap in eV: 7.8
Strongest force on any atom in eV/Å: 2.99
DFT total energy in eV: -144556.15656
Total charge: +7

Structure (XYZ):
```
326
Properties=species:S:1:pos:R:3:forces:R:3
C 6.02173 -29.14347 20.19820 0.782 0.034 0.341
C 7.31235 -30.02557 20.33793 -0.195 0.349 -0.443
C 7.18333 -31.32185 19.48523 0.212 -0.659 -0.586
C 8.32306 -32.37972 19.68371 -0.571 1.243 1.292
N 8.03064 -33.81119 19.35319 -0.928 -0.456 -0.378
C 7.08029 -34.56900 20.38833 0.779 1.800 0.078
C 7.46113 -36.04975 20.28112 -0.293 0.431 0.362
C 8.74207 -36.10914 19.42154 -1.017 1.787 0.735
C 9.24326 -34.62233 19.49035 1.479 -1.360 -0.543
C 7.41738 -33.96049 17.92089 -1.162 -0.740 2.042
C 8.39781 -34.10071 16.79357 -0.611 1.001 0.042
C 7.62339 -34.15353 15.47029 1.952 0.112 0.074
H 6.17003 -28.17604 20.72095 -0.071 -0.578 -0.352
H 5.21415 -29.65538 20.70596 -0.375 -0.017 -0.047
H 5.71894 -28.92558 19.15238 0.379 -0.272 0.566
H 7.45971 -30.36450 21.36558 -0.328 0.199 0.171
H 8.18476 -29.36052 20.16103 -0.242 -0.800 -0.478
H 7.17137 -31.12321 18.39264 -0.342 0.256 0.610
H 6.21671 -31.78769 19.76348 0.318 0.267 -0.184
H 8.54275 -32.39794 20.77597 0.407 0.107 -0.807
H 9.16657 -32.03360 19.07011 0.060 -0.470 0.445
H 6.07039 -34.20666 20.17678 0.040 -0.642 -0.166
H 7.32290 -34.15916 21.38405 0.144 -0.062 -0.473
H 6.62718 -36.55834 19.82853 -0.104 -0.544 -0.178
H 7.62633 -36.48051 21.27060 -0.155 0.202 -0.063
H 8.36767 -36.44874 18.47388 0.688 0.127 -0.869
H 9.46015 -36.78159 19.81074 0.724 -0.647 0.299
H 10.04145 -34.36749 18.75742 -0.845 -0.059 0.231
H 9.71015 -34.39584 20.46322 -0.468 -0.243 -0.127
H 6.62937 -33.17623 17.92046 0.818 -0.316 -0.639
H 6.85805 -34.89803 18.00428 -0.039 0.092 -0.130
H 9.09959 -34.91901 17.01189 -0.333 0.282 -0.641
H 8.91100 -33.15242 16.70985 0.889 0.096 0.173
H 7.22717 -33.17373 15.27393 -0.432 0.303 -0.200
H 6.90053 -34.90120 15.37178 -1.452 -1.075 0.308
H 8.34594 -34.40985 14.70493 0.284 0.204 -0.335
C 9.66587 -19.41753 7.14389 -0.112 -0.256 -1.520
C 9.65044 -20.85800 6.51807 -1.831 0.399 0.704
C 10.06710 -21.89924 7.55088 1.516 -0.341 0.062
C 10.18336 -23.30106 6.96193 0.262 0.201 0.990
N 10.27206 -24.43023 8.05379 -0.051 -0.078 -0.705
C 10.29638 -25.75309 7.26930 0.235 -0.490 0.274
C 8.86380 -26.20710 7.32825 -1.439 0.589 -0.062
C 8.44075 -25.90669 8.76678 -0.011 -0.248 0.144
C 9.03858 -24.50522 8.95650 -0.155 -0.801 0.208
C 11.48781 -24.33987 8.94397 0.704 -0.057 0.273
C 12.80410 -24.32405 8.17502 0.720 1.287 0.825
C 14.04555 -24.34969 9.10310 -1.071 1.177 -1.353
H 8.88500 -18.80557 6.65276 0.782 -0.128 -0.047
H 10.65664 -18.99243 7.02088 -0.021 0.359 -0.125
H 9.42005 -19.32609 8.18714 -0.089 -0.670 0.586
H 10.17905 -20.97671 5.56556 0.305 0.402 0.335
H 8.58102 -21.04975 6.24432 0.707 -0.110 0.203
H 9.39790 -21.88868 8.39880 -0.412 0.071 0.183
H 11.06610 -21.64792 7.96389 -0.406 0.136 -0.141
H 11.12074 -23.42454 6.40796 -0.440 0.105 -0.104
H 9.31479 -23.47059 6.32017 0.120 -0.566 0.175
H 10.97424 -26.43397 7.79968 -0.224 0.107 -0.012
H 10.67318 -25.65762 6.24096 -0.081 0.457 0.478
H 8.62183 -27.22726 7.02174 0.441 0.157 -0.102
H 8.28473 -25.50353 6.70320 0.086 -0.526 -0.140
H 8.85752 -26.69342 9.41564 0.071 0.517 0.117
H 7.34776 -25.88767 8.96478 0.689 -0.001 -0.374
H 9.24820 -24.26481 10.00186 0.395 0.062 -0.341
H 8.33693 -23.79063 8.59303 -0.474 0.602 -0.284
H 11.46364 -25.26666 9.58609 -0.167 1.022 -0.435
H 11.42206 -23.42781 9.58269 -0.202 -0.738 -0.476
H 12.94493 -23.40657 7.58646 -0.527 -0.314 -0.108
H 12.92969 -25.18253 7.56032 -0.290 -0.660 -0.892
H 14.88934 -24.11750 8.45911 0.354 -0.599 0.153
H 14.05018 -25.28775 9.57673 0.677 -1.162 0.796
H 14.02663 -23.54178 9.80419 -0.173 0.360 0.712
C 8.98417 -43.79994 6.93365 0.454 0.756 0.237
C 9.33413 -42.45621 6.21281 0.696 -1.885 0.331
C 8.61913 -41.21717 6.71608 1.094 0.668 0.402
C 9.25876 -39.97178 6.08724 -0.668 -0.186 -1.019
N 8.56370 -38.65316 6.34059 0.325 0.497 -0.577
C 7.27796 -38.59321 5.48521 0.823 1.654 1.688
C 7.08612 -37.08460 5.34290 -0.639 -0.077 0.247
C 8.44517 -36.49511 5.06189 0.357 -0.402 1.629
C 9.40675 -37.46388 5.81113 -0.550 0.241 -0.409
C 8.28646 -38.42561 7.79387 -0.908 0.515 -0.240
C 9.54124 -38.43032 8.63496 -0.463 -1.765 -0.617
C 9.26817 -38.30745 10.08492 -0.619 -1.334 1.536
H 9.54009 -44.02263 7.85434 -0.152 0.792 0.103
H 9.26517 -44.67185 6.35123 -0.524 0.085 -0.564
H 7.93492 -43.74398 7.16990 -0.473 -0.662 0.044
H 9.25763 -42.66524 5.15515 -0.943 0.437 -0.507
H 10.40084 -42.38679 6.25045 0.977 0.657 0.550
H 8.77506 -41.07781 7.79318 -0.340 -0.578 0.017
H 7.56397 -41.30898 6.49691 -0.355 0.217 0.020
H 9.13036 -40.06757 5.01303 0.549 -0.152 -0.256
H 10.32577 -39.87365 6.29038 -0.194 -0.034 0.262
H 6.44079 -39.05266 5.97814 -0.115 -0.525 0.236
H 7.59440 -39.10943 4.61993 -0.344 -0.271 -1.302
H 6.72757 -36.62462 6.28886 0.088 -0.615 -0.388
H 6.33237 -36.84235 4.61822 -0.334 -0.001 -0.583
H 8.46594 -35.53383 5.55626 0.372 0.373 0.030
H 8.74053 -36.37276 4.04689 -0.041 -0.172 -0.910
H 9.83054 -36.99259 6.68621 0.161 0.195 -0.146
H 10.18260 -37.78995 5.12355 0.022 -0.471 0.229
H 7.49293 -39.15923 7.99224 0.476 0.112 0.675
H 7.85990 -37.40710 7.90866 0.070 -0.535 -0.200
H 10.14431 -37.64072 8.29840 0.820 1.293 -0.188
H 10.14665 -39.33571 8.47179 -0.266 0.047 0.005
H 8.86011 -39.25969 10.49876 -0.018 0.495 -0.432
H 8.55901 -37.53213 10.38705 0.425 0.225 -0.195
H 10.22731 -38.24785 10.58052 0.162 0.598 0.440
C 13.02612 -29.95546 9.15822 0.487 -0.905 -0.709
C 13.10494 -31.40648 8.66666 0.422 -1.318 -0.866
C 12.89627 -32.40125 9.82587 -0.713 2.333 1.384
C 11.43438 -32.53023 10.28051 -0.659 -0.909 0.617
N 11.33878 -33.49569 11.49513 -0.007 -0.144 -1.195
C 9.88609 -33.88015 11.88352 1.141 1.310 -2.033
C 9.37161 -32.56553 12.37123 -0.724 0.403 0.901
C 10.54712 -31.95538 13.18130 -0.111 -0.528 1.045
C 11.79072 -32.75749 12.71946 -0.173 0.214 -0.405
C 12.13905 -34.80832 11.26246 -0.211 1.081 1.299
C 11.74919 -35.59152 10.05874 0.363 -0.193 -0.911
C 12.72837 -36.73227 9.72884 0.113 0.032 0.444
H 12.05508 -29.87388 9.61761 -0.238 0.594 0.407
H 13.07201 -29.32726 8.27739 -0.031 0.495 0.020
H 13.85019 -29.68879 9.84670 -0.525 -0.188 -0.235
H 14.07898 -31.67832 8.17905 -0.548 0.584 0.568
H 12.37991 -31.61926 7.82898 0.345 0.392 0.961
H 13.48723 -31.97140 10.70874 -0.579 -0.732 -1.101
H 13.23436 -33.37441 9.65550 0.866 -1.240 -0.760
H 10.70874 -32.97228 9.58878 0.536 -0.020 -0.590
H 10.97328 -31.57674 10.56604 0.400 -0.200 0.258
H 10.12626 -34.58797 12.61979 -0.529 -1.058 1.392
H 9.36893 -34.29241 11.01418 0.097 -0.005 0.026
H 8.43503 -32.70300 12.93955 0.535 0.131 -0.012
H 9.10939 -31.89715 11.55429 -0.047 -0.157 -0.228
H 10.43471 -32.21731 14.27500 -0.021 0.654 -1.076
H 10.61647 -30.85853 13.03622 0.086 -0.682 0.222
H 12.00278 -33.55734 13.41475 0.317 0.081 0.525
H 12.67616 -32.14938 12.47814 -0.371 -0.320 0.221
H 11.98671 -35.39401 12.17295 0.010 0.185 0.093
H 13.16123 -34.45836 11.27801 0.462 -0.275 -0.171
H 11.80630 -34.96452 9.16910 -0.500 0.161 0.015
H 10.72846 -35.94968 10.16003 -0.038 0.052 -0.205
H 12.59359 -37.02115 8.68137 0.132 -0.028 0.204
H 12.65401 -37.63459 10.34804 -0.277 0.194 0.026
H 13.74914 -36.36840 9.88063 0.078 -0.054 -0.287
C 12.35295 -36.82245 18.31823 0.044 0.043 1.405
C 12.94339 -38.18667 18.68944 1.339 -0.403 0.901
C 13.45411 -39.15590 17.57893 -0.808 1.031 -0.428
C 12.36045 -39.01763 16.59744 -1.956 0.228 -2.253
N 12.40201 -39.93881 15.36839 1.215 0.414 -0.119
C 11.16670 -39.75668 14.56548 -0.349 -0.091 0.001
C 11.17347 -40.86271 13.55269 0.491 0.274 -0.984
C 11.78193 -42.01897 14.30149 0.573 -1.064 0.316
C 12.29176 -41.43706 15.60585 1.441 0.148 0.975
C 13.68817 -39.57193 14.66842 0.852 0.245 0.012
C 13.76342 -38.09245 14.12988 -0.954 -1.235 -0.147
C 14.85897 -38.09954 13.06606 0.146 -0.462 2.425
H 13.01584 -36.15141 17.82936 0.642 0.118 -1.470
H 12.28800 -36.22077 19.23858 -0.580 -0.590 0.215
H 11.36926 -36.87631 17.85763 0.126 0.191 -0.218
H 12.17809 -38.77959 19.17784 -0.245 0.081 0.365
H 13.73981 -38.04175 19.44961 -0.425 -0.114 -0.469
H 13.41540 -40.18389 17.88971 0.599 -0.409 0.703
H 14.39090 -38.92400 17.06105 0.065 0.212 0.792
H 12.31069 -37.98375 16.14528 -0.110 -1.089 0.509
H 11.36065 -39.26058 16.99682 0.429 0.307 0.324
H 11.06297 -38.76532 14.15853 -0.126 0.431 0.234
H 10.41610 -40.01865 15.30110 -0.624 0.577 -0.003
H 11.72340 -40.56558 12.65619 0.075 -0.112 0.034
H 10.18574 -41.14410 13.24128 -0.555 0.254 -0.224
H 12.59596 -42.58081 13.81930 -0.417 0.376 -0.204
H 10.99195 -42.72892 14.50673 0.048 -0.364 0.181
H 13.27448 -41.84912 15.91553 -0.585 0.367 -0.124
H 11.60321 -41.55076 16.43725 -0.118 -0.064 0.079
H 13.88591 -40.24442 13.83005 -0.528 -0.074 -0.042
H 14.50480 -39.83747 15.38815 -0.691 0.464 -0.585
H 13.88236 -37.33222 14.89038 0.269 -0.028 0.269
H 12.79191 -37.87834 13.68471 0.030 0.223 -0.048
H 14.51555 -38.77170 12.32534 0.104 -0.666 -1.145
H 15.67712 -38.55481 13.66618 0.332 0.437 -1.165
H 15.09924 -37.13644 12.66078 0.197 0.421 -0.085
C 14.51561 -33.41668 16.18966 0.073 0.458 0.523
C 15.18746 -32.02307 16.28724 0.985 0.590 1.162
C 16.44210 -31.80195 15.32821 -1.394 -0.480 -0.789
C 17.19121 -30.54044 15.59976 -0.216 1.240 2.642
N 18.23664 -30.00274 14.70815 0.883 0.765 -1.536
C 18.72575 -28.52587 15.15715 -0.306 -1.862 -1.336
C 18.70970 -27.66583 13.87306 0.113 0.924 -0.664
C 18.23937 -28.50449 12.64098 -0.145 -0.748 0.749
C 17.69555 -29.78811 13.29204 0.568 -1.450 -0.661
C 19.40283 -30.97824 14.69765 0.591 -0.305 -0.269
C 20.58241 -30.61274 13.80052 1.177 -0.437 1.103
C 21.83150 -31.52521 14.20929 -1.111 1.030 -0.859
H 13.83241 -33.62471 17.04805 0.377 0.530 -0.657
H 15.27847 -34.20039 16.27764 -0.122 0.110 -0.391
H 13.92925 -33.50143 15.27580 0.104 -0.351 -0.043
H 15.50833 -31.88770 17.36369 -0.084 -0.077 -1.090
H 14.48267 -31.17712 16.11121 0.281 -0.692 -0.022
H 15.99942 -31.63772 14.33793 0.042 -0.541 -0.165
H 17.08404 -32.67145 15.27268 0.050 -0.299 0.169
H 17.66922 -30.54255 16.58924 -0.029 -0.346 -0.090
H 16.44210 -29.76759 15.72150 -0.191 0.473 -0.261
H 19.69417 -28.70808 15.58650 0.472 0.218 0.011
H 18.06975 -28.27229 15.95769 -0.614 0.587 0.299
H 19.71497 -27.23044 13.65886 -0.813 -0.273 0.405
H 17.97375 -26.83211 13.90872 0.746 -0.429 0.617
H 19.03617 -28.77323 11.91320 -0.465 0.481 0.601
H 17.39352 -27.99566 12.12364 0.837 -0.348 0.221
H 17.96944 -30.69988 12.70076 -0.329 0.740 0.520
H 16.62520 -29.79198 13.39208 -0.455 0.229 0.013
H 19.06279 -31.93877 14.28291 -0.421 0.283 0.431
H 19.73135 -31.16097 15.74113 -0.306 0.369 -0.492
H 20.99334 -29.62229 13.99451 -0.481 0.319 -0.221
H 20.31231 -30.70937 12.75484 0.070 -0.032 -0.187
H 21.53820 -32.60012 14.24743 0.519 0.804 0.268
H 22.18392 -31.06111 15.15661 -0.003 -1.020 -0.473
H 22.58993 -31.34487 13.42078 -0.262 -0.408 0.639
C 21.10244 -37.55722 11.48060 -1.378 -1.112 0.116
C 21.12660 -39.03097 11.01292 -0.217 0.165 -0.583
C 19.95202 -39.21692 9.98274 0.950 0.832 0.096
C 20.00048 -40.64325 9.46255 -0.613 -0.312 -0.752
N 18.71604 -41.17916 8.75633 -0.240 2.403 1.103
C 17.56160 -41.06723 9.78258 0.235 -1.557 -0.585
C 17.81426 -42.29525 10.75594 1.027 0.972 -0.409
C 18.83443 -43.20607 10.00523 -0.775 1.239 -1.381
C 18.82038 -42.62721 8.54292 0.474 -0.375 0.670
C 18.43673 -40.45821 7.42284 -0.516 0.045 0.672
C 17.77545 -39.06357 7.49583 0.031 -0.814 -1.055
C 17.31624 -38.63836 6.07635 0.730 0.500 0.184
H 20.89292 -36.94974 10.61906 0.116 0.477 -0.441
H 21.99318 -37.21712 11.94140 0.911 0.146 0.456
H 20.26039 -37.39475 12.17341 0.290 -0.065 -0.079
H 21.00773 -39.77942 11.83905 0.219 0.746 -0.597
H 22.08053 -39.21958 10.48388 -0.378 -0.106 0.397
H 20.08209 -38.49442 9.14444 0.135 -0.497 0.559
H 19.05168 -38.85462 10.50619 0.030 -0.695 -0.246
H 20.16073 -41.34037 10.27679 0.080 0.218 0.056
H 20.83093 -40.78729 8.74181 -0.480 0.168 0.344
H 16.65963 -41.19376 9.15909 0.194 0.023 0.521
H 17.56833 -40.09532 10.25873 -0.033 -0.061 -0.067
H 16.91668 -42.80985 11.04301 -0.517 -0.155 -0.215
H 18.26749 -41.94349 11.69534 -0.166 0.000 -0.319
H 18.60420 -44.23617 9.99838 -0.516 -1.088 0.047
H 19.81458 -43.11972 10.43865 0.357 -0.094 0.035
H 17.95012 -42.83441 7.91769 -0.024 -0.743 0.413
H 19.70765 -42.80321 7.94074 0.151 -0.305 0.097
H 17.79588 -41.12904 6.83317 0.191 0.099 0.255
H 19.39925 -40.39510 6.95420 0.470 -0.026 -0.449
H 18.51024 -38.33554 7.78218 0.076 0.343 0.672
H 16.93057 -39.12188 8.17568 -0.040 0.346 0.130
H 18.19153 -38.51503 5.41478 -0.218 0.355 0.407
H 16.71346 -37.70585 6.08931 0.503 -0.586 0.028
H 16.77287 -39.39968 5.56777 -0.869 -0.686 -0.137
C 22.68013 -26.88261 2.88860 -0.619 1.236 0.073
C 22.13785 -28.14398 3.53061 0.680 0.020 0.042
C 20.71080 -27.99197 4.02511 -0.291 -0.344 0.595
C 19.68099 -28.18673 2.91690 1.856 0.120 -0.647
N 18.31137 -27.80028 3.26354 -1.017 -0.202 0.416
C 18.14625 -26.29986 3.54893 -0.301 -0.249 -0.234
C 17.68297 -26.24179 4.99430 -1.058 1.094 0.590
C 18.03712 -27.55881 5.67914 -0.668 0.047 0.276
C 17.76573 -28.52434 4.52625 1.706 -0.225 -0.538
C 17.43504 -28.15055 2.09918 -0.500 0.313 -0.767
C 17.33735 -29.63155 1.64370 -0.553 0.489 1.052
C 16.09014 -29.76508 0.79307 -0.566 -0.277 -0.254
H 21.97856 -26.34977 2.20267 0.317 -0.754 0.151
H 23.59965 -27.08245 2.35309 0.147 0.120 -0.045
H 22.85135 -26.12380 3.66075 0.342 -0.154 -0.046
H 22.86668 -28.45848 4.32132 -0.917 0.183 -0.457
H 22.15839 -28.90943 2.77594 0.036 -0.720 -0.285
H 20.58336 -27.02596 4.47491 0.071 0.723 0.303
H 20.48968 -28.72286 4.82683 0.167 0.177 -0.362
H 19.73814 -29.24818 2.70047 -0.548 -0.174 -0.285
H 19.92584 -27.65179 1.96014 -0.016 -0.292 0.967
H 17.39026 -25.92429 2.86086 -0.152 -0.144 0.135
H 19.01562 -25.71684 3.26983 0.598 -0.394 0.355
H 16.58796 -26.14990 5.00332 0.030 -0.307 -0.232
H 17.93361 -25.31175 5.51142 0.705 -0.281 -0.046
H 17.35869 -27.76668 6.54040 0.461 0.148 -0.670
H 19.06194 -27.57085 6.06485 -0.232 -0.195 -0.318
H 16.71123 -28.66880 4.29561 0.032 -0.113 0.437
H 18.32687 -29.48215 4.57633 -0.679 0.506 0.062
H 17.80988 -27.53509 1.26629 -0.126 -0.261 0.138
H 16.44772 -27.70290 2.36827 0.491 -0.744 -0.299
H 17.15531 -30.32825 2.48773 0.344 0.541 -0.093
H 18.21178 -30.00208 1.12961 0.355 0.237 -0.172
H 16.07645 -29.24714 -0.17233 0.317 0.136 0.292
H 15.24160 -29.38519 1.39375 0.122 -0.452 -0.465
H 15.97509 -30.83067 0.55691 -0.343 0.296 0.107
C 3.58343 -35.93656 1.02963 -0.286 0.057 0.363
C 3.15259 -35.15118 2.26559 -0.134 1.048 -0.054
C 4.33628 -34.14634 2.66964 -2.207 -1.158 -0.014
C 4.05162 -33.47311 3.97555 -0.744 1.642 0.253
N 5.02792 -32.38884 4.34257 1.652 1.098 0.470
C 6.49720 -32.85243 4.44265 -1.295 -1.573 0.631
C 7.13544 -31.90702 5.41940 0.756 0.912 -0.142
C 6.03297 -31.25762 6.25564 -0.626 0.047 -0.557
C 4.73720 -31.89791 5.77538 0.531 -1.038 -0.754
C 5.03655 -31.14037 3.47509 0.052 0.004 -0.018
C 3.69122 -30.85113 2.83050 0.214 -1.021 1.147
C 3.72085 -29.47838 2.29097 -0.473 0.516 -1.098
H 4.40934 -36.54691 1.39134 0.304 -0.195 -0.778
H 3.83020 -35.27171 0.18634 0.347 -0.234 0.455
H 2.79159 -36.57952 0.64352 0.032 -0.097 0.274
H 2.82799 -35.80931 3.09409 0.573 0.184 -0.248
H 2.23198 -34.59360 2.01542 0.464 0.187 0.214
H 4.39316 -33.42742 1.86678 0.325 0.182 -0.253
H 5.23715 -34.71742 2.74214 0.765 -0.343 -0.136
H 4.03006 -34.11760 4.85181 0.027 -0.369 -0.216
H 3.10801 -32.88168 3.97925 0.290 -1.009 -0.182
H 7.04402 -32.88399 3.49934 -0.644 -0.003 -0.164
H 6.38497 -33.90456 4.82937 0.465 0.969 -0.189
H 7.73984 -31.14878 4.88537 -0.380 -0.300 0.207
H 7.81886 -32.43493 6.05214 0.462 -0.424 0.379
H 5.99034 -30.17092 6.13067 0.082 -0.215 0.079
H 6.14577 -31.47721 7.29091 0.184 -0.039 0.863
H 3.88020 -31.26409 5.79759 -0.579 0.584 -0.344
H 4.44487 -32.80578 6.28516 0.284 -0.113 0.559
H 5.78694 -31.28178 2.69486 -0.072 -0.071 -0.006
H 5.41995 -30.30777 4.12744 -0.631 -0.752 -0.720
H 2.88785 -30.94782 3.56836 0.041 0.151 0.050
H 3.49106 -31.62013 2.08174 -0.039 0.289 -0.143
H 3.94544 -28.76756 3.08193 0.002 0.261 -0.166
H 2.74829 -29.27655 1.85172 -0.082 0.428 0.069
H 4.42652 -29.41627 1.46175 0.213 0.294 0.158
Cl 8.98235 -34.68761 8.45817 -0.142 -0.057 -0.313
Cl 11.45117 -35.56560 14.55041 -0.092 -0.218 0.293
```
Positions in Å, forces in eV/Å.

Results of the Löwdin charge analysis, in e, for atoms 1 through 4: -0.0950 -0.2382 -0.1903 -0.1194